9
Properties=species:S:1:pos:R:3:forces:R:3 method="wB97M-V/def2-TZVPD" largest_force_ev_per_a=4.0 lumo_ev=0.38 homo_energy_ev=-11.53 homo_lumo_gap_ev=11.9 e_tot_ha=-772.68817 de_lowest_kcal_mol=11.7
C 1.184 0.180 0.050 -0.9 0.1 -0.1
N 0.325 -0.102 -1.013 -1.6 0.0 0.1
N 0.155 -0.034 1.174 1.7 2.9 -2.2
O 2.285 0.601 0.049 0.3 -0.5 0.5
O -1.650 1.312 -0.040 0.2 0.2 -0.4
O -1.838 -1.109 0.155 -1.2 -1.7 -0.5
S -1.042 0.034 0.035 0.9 0.4 0.3
H 0.338 0.007 -2.046 0.4 0.4 1.3
H 0.243 -0.887 1.636 0.1 -1.8 0.9

=====

10
Properties=species:S:1:pos:R:3:forces:R:3 method="wB97M-V/def2-TZVPD" largest_force_ev_per_a=3.3 lumo_ev=4.12 homo_energy_ev=-3.87 homo_lumo_gap_ev=8.0 total_charge=-1 e_tot_ha=-791.13222 de_lowest_kcal_mol=1.1
C 2.109 0.282 -0.998 -1.6 -0.5 1.7
N 0.704 -2.700 -1.904 -1.6 0.2 -2.1
N 1.379 -2.837 -1.050 1.1 -0.5 1.3
O 2.766 -0.654 -1.303 1.5 -0.3 -1.3
O 2.108 -2.993 -0.153 0.7 -0.5 0.7
O 1.940 1.463 -0.932 0.4 1.0 -0.6
O -0.098 -1.626 0.897 0.3 -1.2 0.0
P 0.506 -0.370 0.333 -2.8 0.0 -1.2
H 0.741 0.455 1.326 1.3 1.8 2.4
H -0.694 0.466 0.109 0.7 -0.1 -0.8

=====

10
Properties=species:S:1:pos:R:3:forces:R:3 method="wB97M-V/def2-TZVPD" largest_force_ev_per_a=5.7 lumo_ev=4.09 homo_energy_ev=-3.81 homo_lumo_gap_ev=7.9 total_charge=-1 e_tot_ha=-791.12330 de_lowest_kcal_mol=6.7
C 0.067 -1.423 -0.322 -0.6 3.2 -2.2
N -1.386 1.347 -1.077 2.3 1.5 -3.8
N -1.915 1.015 -0.191 -1.4 -0.4 1.7
O -0.715 -1.417 -1.223 -1.4 0.2 -2.1
O -2.529 0.711 0.741 -1.2 -0.9 2.1
O 0.406 -2.116 0.538 1.9 -3.5 4.0
O 0.915 0.470 1.659 -0.1 0.4 0.8
P 1.198 0.249 0.205 -1.3 -1.2 1.2
H 2.410 -0.293 -0.040 1.8 -0.9 -0.2
H 1.549 1.457 -0.291 0.0 1.6 -1.3

=====

10
Properties=species:S:1:pos:R:3:forces:R:3 method="wB97M-V/def2-TZVPD" largest_force_ev_per_a=1.7 lumo_ev=-5.49 homo_energy_ev=-16.61 homo_lumo_gap_ev=11.1 total_charge=+1 e_tot_ha=-790.75310 de_lowest_kcal_mol=0.0
O -2.205 -0.452 0.358 -1.7 -0.2 0.2
C -1.148 -0.063 0.064 -0.2 -0.5 0.1
N -0.710 1.130 -0.370 -0.3 0.4 -0.5
O 0.648 1.384 -0.139 0.4 0.0 0.2
P 1.416 0.021 0.048 0.7 -0.4 -0.2
O 2.665 -0.071 0.722 0.6 0.2 0.1
O 0.821 -1.009 -1.026 0.6 0.2 -0.8
N 0.013 -0.983 0.185 -0.6 0.3 0.6
H -1.295 1.963 -0.386 0.3 -0.1 0.1
H -0.204 -1.920 0.545 0.2 0.1 0.1

=====

10
Properties=species:S:1:pos:R:3:forces:R:3 method="wB97M-V/def2-TZVPD" largest_force_ev_per_a=2.1 lumo_ev=-1.05 homo_energy_ev=-10.62 homo_lumo_gap_ev=9.6 e_tot_ha=-847.83654 de_lowest_kcal_mol=32.9
O -1.264 -1.355 2.310 0.8 -0.6 0.0
S -0.131 -1.912 1.620 -0.6 1.5 -0.2
O -0.346 -2.872 0.574 0.8 0.2 0.7
N 1.170 -1.032 1.850 -0.9 -1.3 -0.1
O 2.242 -1.534 1.127 -0.5 0.1 -0.8
H 2.916 -1.650 1.785 0.7 0.0 0.6
N -3.500 0.002 0.517 -1.8 -1.0 0.1
C -2.380 -0.198 0.140 0.7 1.4 0.1
O -1.266 -0.075 -0.146 1.1 -0.6 -0.6
H -4.171 -0.755 0.427 -0.1 0.3 0.2

=====

7
Properties=species:S:1:pos:R:3:forces:R:3 method="wB97M-V/def2-TZVPD" largest_force_ev_per_a=2.5 lumo_ev="-1.00 / -1.00" homo_energy_ev="-8.53 / -8.53" homo_lumo_gap_ev="7.5 / 7.5" e_tot_ha=-622.16899 de_lowest_kcal_mol=5.4
N -3.197 -0.366 0.292 -0.8 0.6 0.3
C -2.059 -0.582 0.055 -0.8 -0.3 -0.7
O -1.018 -0.734 -0.426 1.3 -0.1 0.0
H -3.994 -0.633 0.817 0.0 -0.2 0.3
N 1.657 -1.895 0.782 0.1 2.1 -1.5
S 1.640 -0.407 0.175 0.2 -1.7 1.1
H 1.759 -2.457 -0.073 0.1 -0.4 0.4

=====

8
Properties=species:S:1:pos:R:3:forces:R:3 method="wB97M-V/def2-TZVPD" largest_force_ev_per_a=2.1 lumo_ev=-0.58 homo_energy_ev=-9.64 homo_lumo_gap_ev=9.1 e_tot_ha=-1020.38013 de_lowest_kcal_mol=7.6
C 1.365 0.963 -0.196 0.1 2.1 0.0
N -1.345 -1.205 1.191 -0.5 -0.6 0.1
N 0.343 1.556 -0.355 -0.3 -0.5 -0.1
O -0.791 -1.655 -1.176 -0.3 -0.7 -0.6
S 2.840 0.503 0.150 -0.5 -0.7 -0.2
S -1.624 -2.031 -0.050 1.2 1.6 0.7
H -0.594 -0.501 1.106 -0.4 -0.4 -0.1
H -0.193 2.370 -0.669 0.8 -1.0 0.2

=====

7
Properties=species:S:1:pos:R:3:forces:R:3 method="wB97M-V/def2-TZVPD" largest_force_ev_per_a=3.0 lumo_ev=-0.79 homo_energy_ev=-8.45 homo_lumo_gap_ev=7.7 e_tot_ha=-831.44418 de_lowest_kcal_mol=50.9
C -0.478 0.030 -0.943 1.2 -2.1 1.5
N -0.154 -1.185 -0.934 0.7 -1.3 2.0
N 0.448 -0.135 1.554 -0.3 -1.0 0.7
P 0.609 -1.622 1.194 -0.9 1.0 -2.7
P -0.401 0.971 0.635 -1.6 0.2 0.6
H -0.762 0.331 -1.904 -0.8 1.4 -1.3
H 0.738 1.610 0.398 1.6 1.7 -0.8

=====

6
Properties=species:S:1:pos:R:3:forces:R:3 method="wB97M-V/def2-TZVPD" largest_force_ev_per_a=1.4 lumo_ev="-0.83 / -0.83" homo_energy_ev="-7.23 / -7.23" homo_lumo_gap_ev="6.4 / 6.4" e_tot_ha=-546.85722 de_lowest_kcal_mol=65.4
C -0.580 0.672 0.649 -0.3 0.0 -0.5
N 1.088 -0.792 -0.035 1.2 -0.4 0.7
N -0.009 -0.081 -0.217 -1.0 0.3 -0.5
S -1.281 1.694 1.596 0.4 -0.5 -0.3
H -0.511 -0.161 -1.126 0.1 0.3 0.8
H 1.294 -1.333 -0.868 -0.4 0.2 -0.2

=====

6
Properties=species:S:1:pos:R:3:forces:R:3 method="wB97M-V/def2-TZVPD" largest_force_ev_per_a=3.4 lumo_ev=0.13 homo_energy_ev=-10.22 homo_lumo_gap_ev=10.3 e_tot_ha=-546.94592 de_lowest_kcal_mol=9.8
N -1.574 -0.124 1.567 1.7 -0.1 -1.4
C -0.857 0.011 0.653 -1.7 0.9 0.2
N -0.277 0.351 -0.554 1.3 2.8 1.3
S 0.859 -0.776 -1.115 0.0 -0.8 -1.0
H 0.257 1.331 -0.525 -2.1 -2.6 0.2
H 1.591 -0.793 -0.026 0.8 -0.2 0.6

=====

7
Properties=species:S:1:pos:R:3:forces:R:3 method="wB97M-V/def2-TZVPD" largest_force_ev_per_a=1.9 lumo_ev="-2.12 / -2.44" homo_energy_ev="-9.09 / -9.03" homo_lumo_gap_ev="7.0 / 6.6" e_tot_ha=-945.07476 de_lowest_kcal_mol=55.7
C 1.064 -0.011 -1.130 -0.2 0.2 -0.4
N -0.224 -0.567 1.205 -0.2 1.1 -0.6
N 1.171 -1.033 -0.588 0.8 -1.5 0.9
S 0.539 1.377 -1.733 -0.4 0.6 -0.1
S -1.321 0.278 0.443 0.4 0.1 0.3
H -0.462 -1.551 1.234 -0.1 -0.3 -0.4
H -0.766 1.507 0.569 -0.2 -0.2 0.3

=====

6
Properties=species:S:1:pos:R:3:forces:R:3 method="wB97M-V/def2-TZVPD" largest_force_ev_per_a=4.5 lumo_ev=-7.76 homo_energy_ev=-18.17 homo_lumo_gap_ev=10.4 total_charge=+1 e_tot_ha=-203.15972 de_lowest_kcal_mol=67.3
C 0.749 0.352 0.594 -3.4 -1.8 -1.6
N -0.270 -0.371 0.243 2.0 -0.4 2.7
N -0.939 -0.462 -0.786 -2.4 0.5 -3.8
N -1.667 -0.664 -1.608 1.2 0.2 1.3
H 1.019 -0.003 1.512 1.6 -0.1 2.6
H 1.108 1.148 0.044 1.1 1.6 -1.1